## one
# C2H2BrN3

2 unconnected molecules or ions with the total composition C2H2BrN3 (the ωB97M-V functional and the def2-TZVPD basis, the OMol25 dataset).

```
! RIJCOSX wB97M-V def2-TZVPD def2/J DEFGRID3
* xyz 0 1
N 2.075 -0.311 0.438
C 0.954 -0.321 0.745
N -0.233 -0.629 1.060
C -1.415 -0.282 1.005
N -2.576 -0.046 1.058
H -3.217 -0.381 0.314
Br 2.113 1.647 -2.474
H 2.299 0.324 -2.146
*
```

The SMILES is N#CN=C=N.Br.

***

## two
# C2H2BrN3

C2H2BrN3 in the gas phase (the ωB97M-V functional and the def2-TZVPD basis, the OMol25 dataset).

```
! RIJCOSX wB97M-V def2-TZVPD def2/J DEFGRID3
* xyz 0 1
C -2.506 2.154 -0.030
C -0.762 0.987 0.015
N -2.058 0.919 -0.160
N -2.433 3.255 0.116
N -0.020 0.010 0.347
Br -3.191 -0.826 0.125
H 0.881 0.275 0.085
H -0.451 -0.967 0.435
*
```

***

What is the stability order? It is one, two, from most stable to least stable.

***

## one
# C6H11N4O2

A gas-phase ion, C6H11N4O2 (charge +1) (the ωB97M-V functional and the def2-TZVPD basis, the OMol25 dataset).

```
! RIJCOSX wB97M-V def2-TZVPD def2/J DEFGRID3
* xyz 1 1
C 2.983 -0.155 -0.657
O 1.607 0.082 -1.028
N 0.771 0.185 0.009
C 0.975 1.421 0.843
O 0.726 -0.963 0.734
C -0.258 -1.813 0.284
N -1.402 -1.002 0.096
C -2.810 -0.919 0.265
N -3.472 0.202 0.064
C -2.702 1.339 -0.202
N -1.418 1.372 -0.521
C -0.782 0.171 -0.641
H 3.375 -0.853 -1.378
H 3.130 -0.583 0.314
H 3.608 0.833 -0.855
H 2.128 1.418 1.241
H 0.767 2.274 0.207
H 0.141 1.433 1.538
H -0.045 -2.310 -0.638
H -0.504 -2.635 1.093
H -3.208 -1.718 0.799
H -3.144 2.292 0.022
H -0.465 -0.071 -1.589
*
```

The SMILES is CO[N@+]1(C)OCN2C=NC=N[C@H]21.

***

## two
# C6H11N4O2

A gas-phase ion, C6H11N4O2 (charge +1) (the ωB97M-V functional and the def2-TZVPD basis, the OMol25 dataset).

```
! RIJCOSX wB97M-V def2-TZVPD def2/J DEFGRID3
* xyz 1 1
C -1.784 -0.175 -0.819
C -0.679 -0.966 0.046
N -0.819 -2.362 0.105
C -0.657 -0.433 1.472
C -0.184 0.721 1.850
N 0.274 1.693 0.906
C 0.708 1.341 -0.279
N 1.256 2.169 -1.145
C 0.548 -0.509 -0.680
N 1.791 -0.962 -0.086
O 2.052 -2.100 -0.125
O 2.525 -0.098 0.307
H -1.657 0.940 -0.514
H -2.768 -0.498 -0.537
H -1.605 -0.329 -1.941
H -0.668 -2.741 -0.869
H -1.666 -2.705 0.465
H -0.904 -1.177 2.219
H -0.076 1.228 2.745
H 0.540 2.590 1.254
H 1.793 1.859 -1.898
H 1.447 3.067 -0.711
H 0.533 -0.552 -1.764
*
```

The SMILES is C[C@]1(N)C=CNC(=[NH2+])[C@H]1[N+](=O)[O-].

***

What is the stability order? It is two, one, from most stable to least stable.

***

## one
# C4H11NO2

2 unconnected molecules or ions with the total composition C4H11NO2 (the ωB97M-V functional and the def2-TZVPD basis, the OMol25 dataset).

```
! RIJCOSX wB97M-V def2-TZVPD def2/J DEFGRID3
* xyz 1 2
C 0.524 2.357 0.679
N -0.023 1.666 -0.495
C -0.034 0.185 -0.187
C -0.729 -0.507 -1.362
C -0.615 -2.046 -1.232
O -1.185 -2.607 -0.342
H 0.581 3.441 0.468
H 1.516 1.994 0.929
H -0.272 2.502 1.430
H 0.479 1.898 -1.351
H -0.660 0.006 0.683
H 1.039 -0.031 -0.075
H -1.780 -0.252 -1.321
H -0.247 -0.151 -2.286
H -0.024 -2.637 -1.958
H -0.162 -2.170 2.593
H 0.858 -1.478 1.592
O 0.735 -2.171 2.234
*
```

Its expectation value of S² is 0.754.

***

## two
# C4H11NO2

A gas-phase ion, C4H11NO2 (charge +1) (the ωB97M-V functional and the def2-TZVPD basis, the OMol25 dataset).

```
! RIJCOSX wB97M-V def2-TZVPD def2/J DEFGRID3
* xyz 1 2
C 1.005 1.174 -0.031
C 0.169 0.047 0.512
C -0.454 0.261 1.790
O 0.753 0.253 2.732
N -0.968 -0.365 -0.441
C -0.675 -1.022 -1.686
O -0.123 -0.278 -2.698
H 1.972 1.106 0.484
H 0.579 2.236 0.164
H 1.197 1.083 -1.060
H 0.808 -0.943 0.435
H -1.118 1.078 2.003
H -1.095 -0.592 2.109
H 1.156 -0.606 2.466
H -1.270 0.512 -0.778
H -1.598 -1.415 -2.115
H 0.022 -1.927 -1.586
H 0.821 -0.527 -2.814
*
```

Its expectation value of S² is 0.754.

***

What is the stability order? It is one, two, from most stable to least stable.

***

## one
# C3H6N3S

A gas-phase ion, C3H6N3S (charge +1) (the ωB97M-V functional and the def2-TZVPD basis, the OMol25 dataset).

```
! RIJCOSX wB97M-V def2-TZVPD def2/J DEFGRID3
* xyz 1 1
C 1.813 -1.337 0.419
C 2.375 -0.022 -0.182
C -2.143 -0.459 -0.520
N 2.706 -1.038 -0.783
N -0.780 -0.625 -0.279
N 2.335 1.207 0.055
S 0.089 -1.794 0.300
H 2.304 -1.737 1.197
H -2.692 -1.281 -1.136
H -2.670 -0.434 0.405
H -2.235 0.527 -0.939
H 1.759 1.424 0.846
H 2.699 1.876 -0.571
*
```

***

## two
# C3H6N3S

A gas-phase ion, C3H6N3S (charge +1) (the ωB97M-V functional and the def2-TZVPD basis, the OMol25 dataset).

```
! RIJCOSX wB97M-V def2-TZVPD def2/J DEFGRID3
* xyz 1 1
C 1.678 -0.288 -0.143
C -0.965 -0.019 0.760
C -0.530 -1.109 -0.146
N 0.752 -1.133 -0.478
N 0.089 1.839 -0.543
N -0.904 1.151 -0.139
S 3.154 0.058 0.261
H -1.880 -0.033 1.222
H -0.331 0.258 1.523
H -1.043 -1.961 -0.474
H 0.919 -1.888 -1.228
H 0.769 1.856 0.137
H -1.707 1.269 -0.752
*
```

***

What is the stability order? It is one, two, from most stable to least stable.

***

## one
# C10H10O

C10H10O in the gas phase (the ωB97M-V functional and the def2-TZVPD basis, the OMol25 dataset).

```
! RIJCOSX wB97M-V def2-TZVPD def2/J DEFGRID3
* xyz 0 1
O -1.406 2.259 -0.078
C -1.215 1.066 0.075
C -2.371 0.073 0.237
C -2.053 -1.258 -0.448
C -0.797 -1.841 0.182
C 0.357 -0.883 0.073
C 1.662 -1.374 0.020
C 2.738 -0.496 -0.032
C 2.498 0.899 -0.063
C 1.219 1.403 -0.027
C 0.170 0.499 0.056
H -3.262 0.583 -0.121
H -2.492 -0.070 1.338
H -1.852 -1.055 -1.501
H -2.909 -1.958 -0.404
H -0.964 -1.999 1.260
H -0.490 -2.807 -0.288
H 1.790 -2.453 0.027
H 3.775 -0.870 -0.048
H 3.348 1.581 -0.039
H 1.045 2.457 -0.043
*
```

The SMILES is O=C1CCCc2ccccc21.

***

## two
# C10H10O

C10H10O in the gas phase (the ωB97M-V functional and the def2-TZVPD basis, the OMol25 dataset).

```
! RIJCOSX wB97M-V def2-TZVPD def2/J DEFGRID3
* xyz 0 1
O 3.587 -1.067 -0.092
C 2.393 -0.376 -0.075
C 2.366 1.091 0.121
C 1.106 1.651 0.084
C -0.001 0.719 -0.052
C 0.049 -0.736 -0.168
C 1.283 -1.220 -0.105
C -1.407 -1.246 -0.470
C -2.304 -1.017 0.766
C -2.337 -0.025 -0.358
C -1.495 1.293 -0.226
H 4.291 -0.666 0.382
H 3.187 1.751 -0.119
H 0.849 2.663 0.334
H 1.443 -2.257 -0.096
H -1.352 -2.095 -1.103
H -3.126 -1.712 1.014
H -1.755 -0.695 1.551
H -3.207 0.207 -0.996
H -1.730 1.906 0.702
H -1.840 1.831 -1.094
*
```

The SMILES is Oc1ccc2c(c1)[C@H]1C[C@H]1C2.

***

What is the stability order? It is one, two, from most stable to least stable.